(1)
{"formula": "C24H29BN3O2Pt", "method": "ωB97M-V/def2-TZVPD", "species": ["Pt", "O", "O", "N", "N", "N", "C", "C", "C", "C", "C", "C", "C", "C", "C", "C", "C", "C", "C", "C", "C", "C", "C", "C", "C", "C", "C", "C", "C", "C", "B", "H", "H", "H", "H", "H", "H", "H", "H", "H", "H", "H", "H", "H", "H", "H", "H", "H", "H", "H", "H", "H", "H", "H", "H", "H", "H", "H", "H", "H"], "xyz": [[0.3214, -0.2364, 0.0579], [-0.3187, -3.0708, 0.2579], [1.4199, -2.6608, -1.2131], [1.2419, 0.5582, 2.1929], [-1.0676, -0.6842, 1.4835], [1.3535, 0.6003, -1.4414], [1.6069, -6.3628, -1.3616], [2.3254, -7.5587, -1.9948], [1.3194, -8.3735, -2.8193], [-0.1627, -5.5612, 0.1359], [0.5608, -0.0233, 3.2128], [-0.6458, -0.6865, 2.8847], [0.2629, -0.7115, 5.5260], [-0.9001, -1.3342, 5.1888], [0.5577, -6.5915, -0.4659], [2.4225, 1.0654, 2.4470], [3.3501, 0.9865, -3.0998], [2.2975, 0.5328, 4.7719], [2.2262, 0.7736, -2.1628], [3.4601, -7.1201, -2.9199], [4.6472, 1.0469, -2.2831], [1.0357, -0.0591, 4.5296], [-1.3540, -1.3332, 3.8449], [1.2444, -4.0383, -1.0641], [2.9159, -8.4451, -0.8906], [0.2138, -4.2834, -0.1931], [3.1128, 2.3076, -3.8453], [2.9953, 1.0816, 3.7377], [3.3767, -0.1976, -4.0764], [1.9596, -5.0439, -1.6685], [0.4528, -2.1064, -0.3904], [-2.2685, -1.8557, 3.5869], [4.1767, -0.0268, -4.7969], [3.9411, -8.0028, -3.3442], [-1.7136, 0.0884, 1.3281], [2.1737, 2.2887, -4.3984], [2.7593, -4.8054, -2.3550], [-0.9776, -5.7604, 0.8193], [3.9291, 2.4492, -4.5535], [3.0976, 3.1547, -3.1591], [0.2848, -7.6109, -0.2245], [1.8238, -9.2136, -3.3023], [2.1414, -8.8498, -0.2372], [-1.4853, -1.8451, 5.9410], [2.9518, 1.5030, 1.6078], [4.6265, 1.8687, -1.5666], [3.4509, -9.2880, -1.3339], [3.6194, -7.8824, -0.2729], [5.4781, 1.2115, -2.9692], [3.9710, 1.5230, 3.8865], [3.0953, -6.5134, -3.7523], [2.7066, 0.5192, 5.7752], [0.8624, -7.7571, -3.5965], [4.8205, 0.1132, -1.7474], [0.5193, -8.7762, -2.1957], [3.5679, -1.1355, -3.5547], [-1.5497, -1.5544, 1.2718], [2.4351, -0.2865, -4.6184], [0.6185, -0.7185, 6.5489], [4.2253, -6.5526, -2.3842]], "total_charge": 1, "relative_energy_kj_mol": 23.3, "largest_force_ev_per_a": 1.6, "multiplicity": 1}

***

(2)
{"formula": "C32H76Cl8N4", "method": "ωB97M-V/def2-TZVPD", "species": ["Cl", "Cl", "Cl", "Cl", "Cl", "Cl", "Cl", "Cl", "N", "N", "N", "N", "C", "C", "C", "C", "C", "C", "C", "C", "C", "C", "C", "C", "C", "C", "C", "C", "C", "C", "C", "C", "C", "C", "C", "C", "C", "C", "C", "C", "C", "C", "C", "C", "H", "H", "H", "H", "H", "H", "H", "H", "H", "H", "H", "H", "H", "H", "H", "H", "H", "H", "H", "H", "H", "H", "H", "H", "H", "H", "H", "H", "H", "H", "H", "H", "H", "H", "H", "H", "H", "H", "H", "H", "H", "H", "H", "H", "H", "H", "H", "H", "H", "H", "H", "H", "H", "H", "H", "H", "H", "H", "H", "H", "H", "H", "H", "H", "H", "H", "H", "H", "H", "H", "H", "H", "H", "H", "H", "H"], "xyz": [[-7.0712, -35.9728, 40.2234], [-4.6075, -33.8957, 42.9085], [1.1996, -35.1642, 35.3229], [1.9977, -34.4817, 38.6443], [-2.5203, -30.1845, 44.5589], [-3.0556, -34.6652, 40.0772], [-1.1663, -32.2344, 38.8845], [-5.1646, -31.9283, 41.7950], [0.8100, -34.6232, 43.6903], [-3.1077, -34.1774, 34.0334], [-0.4987, -37.7959, 36.5113], [1.3000, -28.4985, 36.1851], [-2.4707, -35.3338, 33.4996], [1.2227, -27.2481, 38.3371], [-2.1118, -37.9348, 34.6941], [3.2163, -34.6553, 43.0456], [1.3415, -30.8911, 36.2358], [-1.7413, -37.1501, 38.5587], [-2.6628, -31.8632, 34.8304], [-4.5325, -34.1337, 33.9205], [2.1378, -34.0547, 43.9556], [-0.3139, -33.0029, 42.2054], [0.5693, -26.8747, 34.4445], [-0.0776, -34.2654, 44.7358], [0.6184, -35.4834, 38.0641], [0.8845, -29.7566, 35.5751], [-1.1335, -38.3138, 37.6767], [-2.6680, -32.8292, 33.6191], [0.1161, -34.8137, 36.7395], [1.4881, -27.3331, 35.4336], [0.4485, -28.0944, 37.5014], [0.2033, -35.1395, 46.0753], [-1.3237, -37.1455, 35.5510], [-2.9652, -32.3136, 38.6271], [-2.7221, -35.7819, 32.2306], [0.3122, -34.2597, 42.3740], [-5.3295, -34.3800, 41.4749], [-4.0278, -30.4838, 43.6984], [-3.3620, -33.7984, 38.5472], [-5.3204, -35.2967, 34.6800], [-3.7549, -31.5778, 42.6595], [0.3509, -38.7920, 35.9598], [1.5480, -38.2162, 35.1657], [-6.5923, -35.0504, 41.6118], [1.1901, -31.8307, 35.4533], [-0.4216, -27.7497, 37.0549], [-3.0447, -37.7873, 35.0999], [-3.6829, -35.7246, 31.8744], [1.1062, -26.9890, 39.3611], [-1.9397, -38.9912, 34.4392], [-4.5766, -33.8614, 38.6059], [-0.7727, -35.1141, 36.4058], [-0.0491, -27.4009, 33.9511], [-5.0486, -33.2693, 34.0868], [-5.3214, -36.1830, 33.9540], [-0.3670, -39.0151, 38.2988], [-6.3739, -34.9807, 34.7499], [0.9509, -26.1106, 33.8879], [-2.5864, -36.8238, 32.2851], [-1.8192, -36.2609, 35.9298], [-2.6373, -36.8098, 38.2386], [2.1971, -39.1262, 34.9114], [-0.7930, -36.3647, 38.5308], [0.0139, -39.4975, 35.2330], [1.3114, -29.6393, 34.4988], [0.7756, -35.8958, 45.8720], [-2.0897, -37.6506, 39.5105], [4.2919, -34.3500, 43.3297], [0.8149, -39.3581, 36.7813], [-3.1240, -31.8113, 37.8605], [-0.6848, -35.2282, 46.6984], [-2.0249, -35.4139, 31.4735], [-3.2287, -32.4387, 32.7894], [-4.7173, -34.1953, 32.8104], [-0.2676, -29.7345, 35.5424], [-3.0918, -31.2740, 41.9463], [2.0245, -32.7608, 43.9035], [0.2971, -32.3514, 41.5248], [-4.5229, -34.9239, 40.8998], [2.1953, -27.5409, 38.4405], [-1.4147, -33.0504, 41.6888], [2.5691, -34.1970, 44.9401], [-0.1792, -35.6766, 38.7497], [-0.3487, -33.2305, 45.0186], [-5.1600, -35.2962, 35.7139], [3.1733, -35.5925, 42.8477], [2.0378, -37.3970, 35.7597], [-4.0075, -29.6190, 43.0939], [-0.0165, -26.4825, 35.1595], [0.1911, -33.6623, 36.7541], [-5.2796, -33.3945, 41.0416], [1.2460, -26.1660, 37.8755], [-1.3861, -35.3730, 33.6686], [-1.9747, -38.8295, 37.5613], [0.9706, -34.5324, 46.6758], [0.6413, -34.7911, 41.5226], [-0.3620, -34.9623, 42.3430], [-3.3833, -32.4454, 42.9561], [0.8794, -30.9954, 37.2626], [-7.3733, -34.4183, 41.8767], [-2.9744, -36.0931, 34.3064], [0.2382, -29.0143, 38.0962], [-2.2685, -37.4265, 33.6727], [-0.4385, -36.7693, 34.9216], [2.1233, -26.6488, 36.0106], [-6.4296, -35.7468, 42.2730], [1.1128, -36.4482, 37.8518], [-3.0094, -34.5885, 37.7624], [-3.4214, -31.7141, 39.5730], [1.2927, -37.7970, 34.1983], [-3.6229, -31.7827, 35.1877], [-2.3272, -30.9869, 34.2058], [2.3644, -30.8831, 36.5498], [-1.5303, -33.0559, 33.3247], [-2.1089, -31.9055, 35.7381], [-4.5292, -30.7619, 44.6670], [2.3363, -27.6644, 34.9588], [-1.0166, -34.7271, 44.5507], [3.0274, -34.1709, 42.1757], [-0.4465, -32.4981, 42.9740]], "total_charge": 0, "relative_energy_kj_mol": 2346.1, "largest_force_ev_per_a": 9.9, "multiplicity": 1}

***

(3)
{"formula": "C5H14", "method": "ωB97M-V/def2-TZVPD", "species": ["C", "C", "C", "C", "C", "H", "H", "H", "H", "H", "H", "H", "H", "H", "H", "H", "H", "H", "H"], "xyz": [[-1.2005, 1.6131, -0.2013], [-2.4247, 1.3707, -1.1839], [1.1606, -2.3777, 1.2866], [2.2322, -1.4326, 1.0087], [0.0617, 0.9477, -0.9213], [1.3989, -2.8055, 2.3116], [1.0902, -3.2171, 0.6554], [-1.5235, 1.0878, 0.7355], [3.1622, -1.6791, 1.5504], [-2.0783, 0.6562, -1.9382], [2.0055, -0.3892, 1.2868], [-0.1903, 0.9206, -2.0261], [-2.6369, 2.4805, -1.7687], [-3.3849, 1.2481, -0.6866], [2.4711, -1.3146, -0.1095], [0.9509, 1.4964, -0.8702], [0.2302, -1.9643, 1.5358], [0.3754, 0.0333, -0.5076], [-0.8458, 2.7192, -0.1020]], "total_charge": 0, "relative_energy_kj_mol": 171.6, "smiles": "CCC.CC", "largest_force_ev_per_a": 4.9, "multiplicity": 1}

***

(4)
{"formula": "C33H21Br4N6O5STc", "method": "ωB97M-V/def2-TZVPD", "species": ["Tc", "Br", "Br", "Br", "Br", "S", "O", "O", "O", "O", "O", "N", "N", "N", "N", "N", "N", "C", "C", "C", "C", "C", "C", "C", "C", "C", "C", "C", "C", "C", "C", "C", "C", "C", "C", "C", "C", "C", "C", "C", "C", "C", "C", "C", "C", "C", "C", "C", "C", "C", "H", "H", "H", "H", "H", "H", "H", "H", "H", "H", "H", "H", "H", "H", "H", "H", "H", "H", "H", "H", "H"], "xyz": [[0.1036, -0.3667, -0.1106], [-5.3458, -4.0515, 2.1518], [-5.2930, -1.4514, 4.2159], [-2.9658, 0.9181, 3.7703], [-3.0727, -4.1877, -0.3139], [1.4023, -1.0891, -1.8996], [-1.2645, 0.2793, 1.3512], [-3.4765, 0.3301, -2.6919], [-1.3042, 0.5445, -1.3021], [1.4175, 0.0566, 1.3271], [-1.3268, -1.7415, -0.2902], [3.2737, -4.5313, -1.3885], [2.7921, -3.3620, -1.9438], [0.0559, 2.3412, -1.5639], [0.8453, 1.5883, -0.7110], [0.8239, -2.3106, 0.6542], [1.5199, -3.0861, -0.0045], [-3.1818, 1.5651, -3.1300], [5.1936, -5.9174, 1.4279], [-0.5038, -4.7854, 3.0828], [-2.7264, 4.1305, -4.1527], [5.5624, -4.7832, 2.1351], [2.6768, 0.4302, 1.1851], [-4.0909, 2.1519, -4.0144], [4.4225, -5.8144, 0.2808], [-0.0010, -2.0502, 2.9414], [-1.0352, 1.6968, -1.8308], [-3.8665, 3.4156, -4.5169], [4.3945, -3.4243, 0.5131], [3.0333, 1.4538, 0.2966], [4.3586, 1.8842, 0.2258], [0.3136, -2.8855, 1.8798], [-1.8242, 3.5556, -3.2817], [3.6701, -0.1493, 1.9839], [-2.2239, -0.5843, 1.5360], [5.3372, 1.2992, 1.0058], [2.0168, 2.0704, -0.5212], [-4.0801, -1.5578, 2.7686], [-0.5710, -2.5987, 4.0824], [-0.8294, -3.9582, 4.1522], [4.0151, -4.5675, -0.1916], [1.9863, -2.6231, -1.2770], [-4.1013, -2.6495, 1.9127], [-3.1434, -0.5340, 2.5803], [4.9808, 0.2789, 1.8871], [-3.1770, -2.7142, 0.8587], [-2.0294, 2.2773, -2.7573], [-2.2645, -1.6969, 0.6610], [0.0726, -4.2546, 1.9435], [5.1543, -3.5416, 1.6652], [2.2530, 2.9899, -1.0504], [6.3652, 1.6288, 0.9357], [-1.3017, -4.3750, 5.0329], [-2.5500, 5.1230, -4.5454], [-4.5857, 3.8517, -5.1999], [-2.7709, 0.0480, -2.0711], [4.6116, 2.6837, -0.4623], [-0.9295, 4.0829, -2.9802], [5.4356, -2.6416, 2.1977], [5.4923, -6.8978, 1.7786], [4.1112, -6.7061, -0.2512], [3.3785, -0.9337, 2.6722], [3.7151, -5.0654, -2.1195], [-4.9698, 1.5815, -4.2850], [0.1903, -0.9903, 2.8717], [4.1007, -2.4416, 0.1679], [5.7400, -0.1844, 2.5059], [6.1508, -4.8634, 3.0395], [-0.7238, -5.8441, 3.1259], [-0.8384, -1.9455, 4.9033], [0.2970, -4.8783, 1.0902]], "total_charge": -1, "relative_energy_kj_mol": 0.0, "s_squared": 0.761, "largest_force_ev_per_a": 0.4, "multiplicity": 2}

***

(5)
{"formula": "C42H38GeNSTi", "method": "ωB97M-V/def2-TZVPD", "species": ["Ge", "Ti", "S", "N", "C", "C", "C", "C", "C", "C", "C", "C", "C", "C", "C", "C", "C", "C", "C", "C", "C", "C", "C", "C", "C", "C", "C", "C", "C", "C", "C", "C", "C", "C", "C", "C", "C", "C", "C", "C", "C", "C", "C", "C", "C", "C", "H", "H", "H", "H", "H", "H", "H", "H", "H", "H", "H", "H", "H", "H", "H", "H", "H", "H", "H", "H", "H", "H", "H", "H", "H", "H", "H", "H", "H", "H", "H", "H", "H", "H", "H", "H", "H", "H"], "xyz": [[-0.5070, 0.8278, 1.8820], [1.6915, -0.3699, -0.5022], [1.2920, 2.3403, -4.1157], [0.9233, 0.6093, -2.2342], [-1.7694, 3.1287, 3.3014], [-2.0403, -3.3935, -0.3576], [1.2393, -2.6716, -2.1575], [-1.9116, -2.1732, 5.3510], [4.2734, 1.4698, 0.0471], [-1.1635, 1.3448, -5.1154], [-0.1539, 0.4825, -3.0806], [-0.7602, -5.1989, -1.5423], [-2.7404, 2.0353, -1.4830], [-1.9335, -2.5659, 4.0199], [3.1587, 1.0773, -0.7174], [0.3757, -3.0247, -1.0552], [3.1097, -2.0584, -0.6825], [-0.7924, 5.3106, 3.5449], [5.1297, 2.4826, -0.3374], [-0.1380, 1.3508, -4.1795], [-0.9435, -3.6860, -1.3738], [2.1947, -2.3586, 0.4191], [1.7802, 1.5244, -2.6436], [-2.2267, -0.4179, -3.8445], [-0.6332, 2.6612, 2.6432], [2.9751, 1.8370, -1.8988], [-1.8520, 4.4375, 3.7526], [-1.9262, 0.9061, 0.5046], [1.1940, 0.4120, 1.2036], [0.3438, 4.8644, 2.8867], [-1.1578, -0.3711, 3.3289], [-1.2121, -0.4094, -2.9092], [0.4176, 3.5509, 2.4408], [0.9268, -2.9393, 0.2015], [-1.1406, 0.0026, 4.6711], [-1.5558, -1.6725, 3.0297], [3.8358, 2.8687, -2.3046], [4.6004, -2.0503, -0.4875], [-1.7575, 1.8306, -0.5277], [2.5450, -2.3002, -1.9670], [-2.2047, 0.4491, -4.9391], [-3.9207, 1.3062, -1.4300], [4.9243, 3.1899, -1.5278], [-1.5103, -0.8855, 5.6738], [-4.1074, 0.3830, -0.4137], [-3.1202, 0.1932, 0.5466], [-1.5630, -1.9965, 1.9959], [4.4602, 0.9605, 0.9901], [0.8409, -2.7320, -3.1656], [-2.6105, 2.4598, 3.4595], [-3.0612, -1.0954, -3.7153], [-2.1621, -2.3202, -0.2017], [-1.8097, -3.8525, 0.6068], [5.6026, 3.9816, -1.8184], [3.1647, -2.0993, -2.8383], [-3.0155, 0.4281, -5.6560], [-0.8321, 1.0063, 4.9421], [0.0245, -5.4171, -2.2683], [-2.7452, 4.7809, 4.2622], [1.1723, 5.5418, 2.7148], [1.3017, 3.2014, 1.9154], [2.5633, -2.2954, 1.4348], [-0.4672, -5.6467, -0.5899], [4.9612, -1.1221, -0.0377], [5.1133, -2.1699, -1.4448], [-3.2932, -0.5216, 1.3450], [3.6398, 3.4205, -3.2193], [1.9597, 0.6017, 1.9708], [-1.6847, -5.6771, -1.8767], [-0.8347, 2.4026, -0.5789], [-5.0268, -0.1893, -0.3620], [4.9135, -2.8784, 0.1573], [-2.2019, -2.8675, 6.1306], [-2.5796, 2.7516, -2.2805], [-1.2717, -3.2920, -2.3452], [0.3614, -3.2552, 1.0723], [-1.1499, 2.0222, -5.9592], [-2.9955, -3.8044, -0.6917], [5.9759, 2.7428, 0.2900], [-1.2341, -1.0470, -2.0346], [-0.8558, 6.3355, 3.8917], [-1.4838, -0.5707, 6.7111], [-2.2417, -3.5710, 3.7545], [-4.6872, 1.4544, -2.1814]], "total_charge": -1, "relative_energy_kj_mol": 88.0, "largest_force_ev_per_a": 2.2, "multiplicity": 1}

***

(6)
{"formula": "C3H7ClO3", "method": "ωB97M-V/def2-TZVPD", "species": ["Cl", "O", "O", "O", "C", "C", "C", "H", "H", "H", "H", "H", "H", "H"], "xyz": [[-1.9101, -0.8690, 0.6102], [-0.4464, -0.9114, -1.5560], [-0.8869, 1.9310, 0.8180], [1.1267, -2.1053, 0.6128], [-0.7309, 1.3338, -0.4748], [0.9132, -0.7043, 0.6147], [-0.3194, -0.4376, -0.3275], [0.0901, 1.9951, -0.8842], [0.3470, -2.6694, 0.4845], [1.8047, -0.3698, 0.1676], [-1.5147, 1.1254, -1.1928], [-1.2233, 1.2589, 1.3975], [0.6849, -0.1774, 1.4886], [-0.4194, -1.8613, -1.5196]], "total_charge": 0, "relative_energy_kj_mol": 125.7, "smiles": "OCC(O)(Cl)CO", "largest_force_ev_per_a": 5.9, "multiplicity": 1}